The following is a quantum chemistry calculation of a gas-phase ion, C8H10N2P (charge +1), from OMol25.

CARTESIAN COORDINATES (ANGSTROEM)
C -1.0804 -2.6057 0.0823
N -0.3131 -1.3850 0.2167
C 1.0189 -1.4443 0.1354
N 1.5545 -0.2655 -0.0364
P 3.3711 -0.0754 0.0925
C 0.4688 0.6950 0.0341
C 0.5273 2.1401 -0.0024
C -0.7442 2.7062 -0.0703
C -1.9360 1.9973 -0.1246
C -1.9409 0.6462 0.0372
C -0.7379 -0.0302 0.1074
H -0.6680 -3.3991 0.7789
H -2.1446 -2.4225 0.1876
H -0.9379 -3.0437 -0.8517
H 1.5306 -2.3891 0.2392
H 3.5763 0.9910 -0.8680
H 3.5157 -1.3118 -0.6006
H 1.3699 2.7498 0.2172
H -0.6451 3.7548 0.1287
H -2.8694 2.5604 0.0105
H -2.9155 0.1313 0.2863

E_tot ... -761.443496 a.u.
Structure (SMILES) ... Cn1c[n+](P)c2ccccc21
Orbital gap ... 0.346 Eh
Total charge ... +1
2S+1 ... 1
ΔE to the lowest compared entry with this formula, charge and spin ... 1.0 kcal/mol

Atom charges from the Mulliken analysis, given in e for atoms 1 to 6: C -0.84; N 0.05; C -0.12; N 0.00; P -0.05; C 0.49